This record from the Open Molecules 2025 dataset describes a cluster of 3 separate species, C20H18N2O6 in total. The level of theory is ωB97M-V/def2-TZVPD.

Structure (XYZ):
```
46
C20H18N2O6 (ωB97M-V/def2-TZVPD)
C 2.353 2.310 3.243
C 2.442 2.657 1.736
C 1.789 1.666 0.715
C 1.080 0.370 1.248
C 0.375 -0.606 0.176
C -1.146 -0.851 0.410
C -1.945 -1.814 -0.547
C -1.151 -2.488 -1.687
C 0.385 -2.226 -1.958
N 0.977 -2.907 -3.078
C 2.348 -2.554 -3.241
C 3.109 -1.591 -2.287
N 2.565 -0.937 -1.143
C 1.171 -1.271 -1.028
C 1.033 0.046 2.787
C 1.683 1.019 3.831
H 2.810 3.061 3.987
H 2.948 3.597 1.316
H 1.773 1.849 -0.411
H -1.678 -0.328 1.269
H -3.056 -2.032 -0.427
H -1.736 -3.192 -2.391
H 2.923 -3.011 -4.122
H 4.218 -1.385 -2.525
H 0.522 -0.896 3.204
H 1.668 0.810 4.964
C -1.623 -3.473 -5.408
C -1.706 -4.585 -6.409
O -2.710 -5.431 -5.865
C -3.487 -4.661 -5.053
O -4.522 -5.021 -4.568
O -2.936 -3.430 -4.866
H -1.361 -2.519 -5.867
H -0.915 -3.687 -4.603
H -2.032 -4.239 -7.394
H -0.762 -5.121 -6.516
C -1.107 5.285 6.046
C -1.212 5.130 4.559
O 0.044 5.606 4.098
C 0.925 5.475 5.128
O 2.112 5.628 5.028
O 0.286 5.148 6.285
H -1.670 4.522 6.586
H -1.429 6.273 6.388
H -1.328 4.086 4.254
H -2.029 5.716 4.135
```

## Properties
Energy above the lowest of the compared OMol25 structures with the same formula, charge and spin, kJ/mol: 1095.4
Frontier orbital gap, eV: 7.2
HOMO level, Eh: -0.3045
Max |F|, Eh/bohr: 0.1150
SMILES: c1ccc(-c2cccc3nccnc23)cc1.O=C1OCCO1.O=C1OCCO1

Electronic structure analysis, Löwdin charges in units of e: atom 1 (C): -0.08, atom 2 (C): -0.06, atom 3 (C): -0.02, atom 4 (C): -0.15, atom 5 (C): -0.08, atom 6 (C): -0.01, atom 7 (C): -0.04, atom 8 (C): 0.00, atom 9 (C): -0.17, atom 10 (N): 0.05, atom 11 (C): -0.08, atom 12 (C): -0.08, atom 13 (N): 0.09, atom 14 (C): -0.13, atom 15 (C): -0.03, atom 16 (C): -0.07, atom 17 (H): 0.08, atom 18 (H): 0.09, atom 19 (H): 0.09, atom 20 (H): 0.10, atom 21 (H): 0.09, atom 22 (H): 0.09, atom 23 (H): 0.11, atom 24 (H): 0.11, atom 25 (H): 0.09, atom 26 (H): 0.09, atom 27 (C): -0.15, atom 28 (C): -0.13, atom 29 (O): 0.06, atom 30 (C): -0.55, atom 31 (O): 0.15, atom 32 (O): 0.05, atom 33 (H): 0.14, atom 34 (H): 0.10, atom 35 (H): 0.13, atom 36 (H): 0.14, atom 37 (C): -0.14, atom 38 (C): -0.14, atom 39 (O): 0.06, atom 40 (C): -0.55, atom 41 (O): 0.14, atom 42 (O): 0.06, atom 43 (H): 0.14, atom 44 (H): 0.13, atom 45 (H): 0.14, atom 46 (H): 0.14